22
Properties=species:S:1:pos:R:3 method="wB97M-V/def2-TZVPD" lumo_ev="0.999 / -1.609" s_squared=2.02 total_charge=0 largest_force_ev_per_a=3.58 energy_ha=-724.16594 multiplicity=3 gap_ev="5.84 / 7.25" de_lowest_kj_mol=147.5
H 1.14 -0.32 -1.52
N -0.24 0.26 0.99
C 1.68 0.39 -0.82
H -1.66 -0.44 -1.67
C -2.10 -0.20 0.41
H -1.90 1.16 -1.11
H 1.26 -2.33 -0.01
P 0.35 1.46 0.02
H -0.32 0.48 1.96
H -3.90 -1.10 0.79
C 2.17 -1.85 -0.37
H 2.41 0.96 -1.38
N 1.33 2.42 1.05
C -2.31 0.17 -1.05
H -3.34 0.21 -1.39
O 2.30 -0.46 0.10
H -2.78 -1.30 2.12
H 1.16 3.43 1.17
H 2.99 -2.37 0.12
H 2.35 2.33 0.93
H 2.26 -2.01 -1.47
C -2.86 -0.91 1.14